w:
The following is a quantum chemistry calculation of a 2-piece molecular cluster, CH3BF2O2 overall, from OMol25.

Properties
**LUMO energy (alpha / beta)**: -0.096 / -0.337 eV
**Orbital gap (alpha / beta)**: 9.19 / 8.07 eV

Each line ends with the Mulliken charge.
Atoms and positions in Å:
B: -0.309 0.056 -0.288  0.59
C: 1.218 -0.164 0.084  0.20
O: -0.594 1.385 -0.371  -0.57
O: -0.974 -1.168 -0.340  -0.41
F: 1.893 -1.239 -0.216  -0.20
F: 2.047 0.832 0.307  -0.21
H: 0.135 -0.515 1.910  0.01
H: -1.468 1.848 -0.539  0.31
H: -1.948 -1.035 -0.547  0.29



x:
The following is a quantum chemistry calculation of one molecule with the formula CH3BF2O2, from OMol25.

Properties
**LUMO energy**: 0.042 eV
**Orbital gap**: 11.19 eV
**SMILES**: OB(O)C(F)F

Each line ends with the Mulliken charge.
Atoms and positions in Å:
O: -0.023 -0.629 1.113  -0.50
B: -0.366 -0.064 -0.053  0.55
O: -0.160 1.208 -0.420  -0.50
C: -1.044 -1.042 -1.163  0.21
F: -1.793 -2.034 -0.604  -0.25
F: -1.884 -0.381 -2.008  -0.25
H: 0.381 -0.088 1.793  0.29
H: 0.240 1.815 0.204  0.29
H: -0.293 -1.542 -1.799  0.15



Here are the energies relative to the best structure, in hartree: w 0.1401; x 0.0000.



w:
The following is a quantum chemistry calculation of C3H7N5 as an isolated structure, from OMol25.

Properties
**LUMO energy**: 0.450 eV
**Orbital gap**: 8.96 eV

Each line ends with the Mulliken charge.
Atoms and positions in Å:
C: 1.295 0.143 -0.160  0.32
C: -0.588 1.519 -0.238  0.27
C: -1.869 -1.357 -0.022  -0.44
H: 1.268 -1.793 -0.393  0.29
H: 3.020 -1.357 -0.069  0.23
H: 2.745 1.268 0.391  0.18
H: -0.090 2.584 -0.331  0.38
H: -2.116 0.736 0.433  0.23
H: -2.178 -2.297 0.925  0.26
H: -2.776 -0.771 -0.525  0.35
N: 2.047 -0.981 -0.092  -0.37
N: 1.712 1.423 0.339  -0.64
N: -0.033 0.224 -0.505  0.04
N: -1.757 1.716 0.070  -0.60
N: -0.678 -1.056 0.178  -0.50



x:
The following is a quantum chemistry calculation of one molecule with the formula C3H7N5, from OMol25.

Properties
**LUMO energy**: 0.466 eV
**Orbital gap**: 9.67 eV
**SMILES**: [H]/N=C\N/C=N\C=N/N

Each line ends with the Mulliken charge.
Atoms and positions in Å:
H: -3.635 -0.328 0.256  0.19
N: -2.967 -1.103 -0.056  -0.58
C: -1.839 -0.616 -0.275  0.15
N: -1.481 0.703 -0.178  -0.39
C: -0.276 1.427 -0.072  0.07
N: 0.902 1.103 0.276  -0.58
C: 1.108 -0.259 0.842  -0.04
N: 2.087 -0.925 0.477  -0.37
N: 2.473 -0.480 -0.886  -0.43
H: -0.983 -1.349 -0.422  0.35
H: -2.243 1.453 0.218  0.26
H: -0.544 2.372 -0.354  0.46
H: 0.646 -0.400 1.859  0.38
H: 3.402 -0.745 -0.944  0.24
H: 2.304 0.592 -1.011  0.30



y:
The following is a quantum chemistry calculation of one molecule with the formula C3H7N5, from OMol25.

Properties
**LUMO energy**: 0.833 eV
**Orbital gap**: 9.29 eV
**SMILES**: [H]/N=c1/cn[nH]n1NC

Each line ends with the Mulliken charge.
Atoms and positions in Å:
H: -1.181 -2.262 -0.298  0.24
N: -0.079 -2.142 -0.301  -0.71
C: 0.454 -0.920 -0.403  0.46
C: 1.885 -0.756 -0.111  -0.28
N: 2.265 0.438 -0.375  -0.54
N: 1.200 1.248 -0.668  -0.26
N: 0.125 0.389 -0.684  0.34
N: -1.201 0.949 -0.304  -0.39
C: -1.410 0.520 1.105  -0.68
H: 2.501 -1.567 0.187  0.47
H: 1.166 1.747 -1.520  0.26
H: -1.735 0.779 -1.151  0.26
H: -0.634 1.314 1.650  0.22
H: -0.923 -0.524 1.426  0.25
H: -2.433 0.786 1.446  0.35



z:
The following is a quantum chemistry calculation of C3H7N5 as an isolated structure, from OMol25.

Properties
**LUMO energy**: 0.759 eV
**Orbital gap**: 8.41 eV

Each line ends with the Mulliken charge.
Atoms and positions in Å:
C: -1.409 -0.059 0.184  0.40
C: -0.587 -1.130 0.099  -0.41
C: 0.512 0.767 -0.049  0.29
H: -3.343 -0.315 -1.016  0.31
H: -3.107 1.051 0.274  0.34
H: -0.841 -2.226 -0.221  0.28
H: 2.151 -1.540 1.278  0.25
H: 2.538 -1.579 -0.532  0.24
H: 2.420 1.673 -0.498  0.26
H: 1.228 2.589 0.183  0.27
N: -2.793 0.025 0.170  -0.71
N: 0.691 -0.631 -0.277  0.32
N: 1.631 -1.415 0.195  -0.75
N: 1.585 1.662 0.132  -0.47
N: -0.677 1.126 0.077  -0.60



Here are the energies relative to the best structure, in hartree: w 0.1127; x 0.0000; y 0.0594; z 0.0401.



w:
The following is a quantum chemistry calculation of one molecule with the formula C3H7N5, from OMol25.

Properties
**LUMO energy**: 0.017 eV
**Orbital gap**: 8.21 eV
**SMILES**: [H]/N=c1/nnn(C)n1C

Each line ends with the Mulliken charge.
Atoms and positions in Å:
H: -3.263 0.321 -0.270  0.19
N: -2.818 -0.702 -0.090  -0.62
C: -1.477 -0.750 -0.045  0.48
N: -0.936 -1.988 0.114  -0.27
N: 0.371 -2.028 0.203  -0.37
N: 0.736 -0.672 0.296  0.33
C: 2.081 -0.394 -0.207  -0.69
N: -0.362 0.119 0.000  0.08
C: -0.453 1.535 0.175  -0.82
H: 2.320 -1.122 -1.130  0.25
H: 2.776 -0.821 0.603  0.27
H: 2.379 0.679 -0.260  0.31
H: -1.280 1.867 -0.339  0.36
H: -0.629 1.976 1.270  0.25
H: 0.556 1.980 -0.320  0.25



x:
The following is a quantum chemistry calculation of one molecule with the formula C3H7N5, from OMol25.

Properties
**LUMO energy**: 0.812 eV
**Orbital gap**: 9.61 eV
**SMILES**: [H]/N=C\N(/C=N\N)N=C

Each line ends with the Mulliken charge.
Atoms and positions in Å:
H: -0.429 -1.484 -1.647  0.32
N: -0.178 -1.926 -0.734  -0.56
C: 0.244 -1.146 0.145  0.08
N: 0.491 0.257 0.040  0.52
C: 0.010 1.097 -1.055  -0.15
N: -1.147 1.057 -1.588  -0.37
N: -1.982 0.022 -1.171  -0.35
N: 1.160 1.023 0.991  -0.79
C: 1.782 0.450 1.929  -0.28
H: 0.399 -1.581 1.176  0.24
H: 0.590 1.959 -1.310  0.42
H: -2.984 0.240 -1.462  0.26
H: -1.862 -0.389 -0.226  0.19
H: 2.088 1.057 2.811  0.25
H: 1.818 -0.636 2.102  0.21



Here are the energies relative to the best structure, in hartree: w 0.0368; x 0.0000.



w:
The following is a quantum chemistry calculation of one molecule with the formula C3H7N5, from OMol25.

Properties
**LUMO energy**: 0.547 eV
**Orbital gap**: 7.16 eV
**SMILES**: N=c1[nH]c(N)c(N)[nH]1

Each line ends with the Mulliken charge.
Atoms and positions in Å:
N: 2.644 0.763 1.220  -0.72
C: 1.510 0.372 0.630  0.15
N: 0.938 0.776 -0.510  -0.17
C: -0.213 0.092 -0.777  0.08
N: -1.002 0.433 -1.986  -0.57
C: -0.526 -0.551 0.420  0.06
N: -1.670 -1.314 0.718  -0.52
N: 0.577 -0.425 1.324  -0.17
H: 2.906 1.203 0.280  0.21
H: 1.400 1.618 -1.210  0.38
H: -1.071 -0.252 -2.715  0.24
H: -1.800 0.971 -1.411  0.31
H: -1.883 -1.343 1.853  0.24
H: -2.369 -1.295 0.028  0.22
H: 0.558 -1.047 2.136  0.24



x:
The following is a quantum chemistry calculation of C3H7N5 as an isolated structure, from OMol25.

Properties
**LUMO energy**: 0.184 eV
**Orbital gap**: 8.28 eV

Each line ends with the Mulliken charge.
Atoms and positions in Å:
C: 0.739 1.362 -0.123  -0.19
C: -0.678 1.447 -0.188  -0.54
C: -1.199 0.143 0.058  0.46
H: 3.049 0.068 -0.355  0.30
H: 2.498 -0.400 1.463  0.26
H: 1.583 2.275 0.197  0.24
H: -1.490 2.296 -0.787  0.22
H: -3.011 0.617 0.637  0.25
H: -1.337 -2.508 0.373  0.35
H: -0.880 -1.702 -1.455  0.28
N: 2.357 -0.552 0.285  -0.58
N: 1.134 -0.071 -0.240  0.06
N: -2.366 -0.228 0.368  -0.67
N: -0.119 -0.748 0.109  0.29
N: -0.281 -1.999 -0.342  -0.73



Here are the energies relative to the best structure, in hartree: w 0.0000; x 0.2116.



w:
The following is a quantum chemistry calculation of one molecule with the formula CH2FNO, from OMol25.

Properties
**LUMO energy**: 0.780 eV
**Orbital gap**: 9.85 eV
**SMILES**: [O-]/[NH+]=C/F

Each line ends with the Mulliken charge.
Atoms and positions in Å:
O: 1.751 -0.014 0.126  -0.60
N: 0.579 0.336 -0.037  0.25
C: -0.497 -0.371 -0.090  -0.02
F: -1.652 0.190 0.109  -0.21
H: 0.230 1.266 -0.158  0.24
H: -0.413 -1.406 0.051  0.35



x:
The following is a quantum chemistry calculation of one molecule with the formula CH2FNO, from OMol25.

Properties
**LUMO energy**: 1.159 eV
**Orbital gap**: 11.62 eV
**SMILES**: F[C@@H]1NO1

Each line ends with the Mulliken charge.
Atoms and positions in Å:
F: -1.369 0.670 0.690  -0.22
C: -0.190 0.145 0.538  0.47
N: 0.140 -0.749 -0.415  -0.42
O: 0.077 -1.056 1.062  -0.32
H: 0.698 1.125 0.570  0.22
H: -0.588 -1.378 -0.969  0.27



Here are the energies relative to the best structure, in hartree: w 0.0000; x 0.0167.



w:
The following is a quantum chemistry calculation of a 2-piece molecular cluster, C4H11NO2 overall, from OMol25.

Properties
**LUMO energy**: 0.723 eV
**Orbital gap**: 10.32 eV
**SMILES**: NCCCC=O.O

Each line ends with the Mulliken charge.
Atoms and positions in Å:
N: 0.028 2.782 0.547  -0.61
C: 0.692 1.428 0.852  -0.65
C: -0.205 0.160 0.789  -0.08
C: 0.666 -0.943 0.162  -0.67
C: 0.244 -2.375 0.129  -0.16
O: 0.521 -3.154 -0.740  -0.47
H: 0.079 3.020 -0.435  0.23
H: -0.920 2.828 0.841  0.22
H: 1.077 1.551 1.829  0.30
H: 1.527 1.245 0.103  0.37
H: -0.646 -0.103 1.738  0.36
H: -1.102 0.408 0.139  0.06
H: 1.645 -0.896 0.670  0.42
H: 1.001 -0.581 -0.888  0.34
H: -0.177 -2.633 1.097  0.33
O: -1.728 -1.113 -2.490  -0.64
H: -1.854 -0.252 -2.050  0.31
H: -0.849 -1.372 -2.295  0.32



x:
The following is a quantum chemistry calculation of a 2-piece molecular cluster, C4H11NO2 overall, from OMol25.

Properties
**LUMO energy**: 0.571 eV
**Orbital gap**: 9.94 eV
**SMILES**: CC(C)NC=O.O

Each line ends with the Mulliken charge.
Atoms and positions in Å:
C: 0.252 0.245 1.160  -1.26
C: 0.344 0.852 -0.338  0.20
C: -0.751 0.065 -1.256  -1.13
N: 1.740 0.332 -0.902  -0.20
C: 2.812 -0.384 -0.403  0.01
O: 3.068 -0.970 0.690  -0.57
H: 0.326 -0.895 1.228  0.29
H: -0.794 0.308 1.243  0.52
H: 0.674 0.818 1.950  0.34
H: 0.556 1.903 -0.481  0.31
H: -0.728 0.371 -2.379  0.31
H: -0.634 -0.936 -1.208  0.39
H: -1.737 0.281 -0.865  0.28
H: 1.873 0.676 -1.873  0.26
H: 3.649 -0.287 -1.200  0.25
O: -3.482 -0.391 1.682  -0.65
H: -3.878 -0.757 0.812  0.33
H: -3.288 -1.232 2.143  0.32



Here are the energies relative to the best structure, in hartree: w 0.0000; x 0.0186.